Entry from the OMol25 dataset: a 6-piece molecular cluster, C34H62N2O14 overall at a distorted geometry (ωB97M-V/def2-TZVPD).

LUMO energy, hartree: -0.0055
SMILES string: CC1(C)CCCC(C)(C)N1O.CC1(C)CCCC(C)(C)N1O.C[C@H]1COC(=O)O1.C[C@H]1COC(=O)O1.C[C@H]1COC(=O)O1.C[C@H]1COC(=O)O1
Kohn-Sham gap, eV: 7.42
E_HOMO, eV: -7.57

Geometry (Å):
C: -3.393 -8.407 -3.854
C: -2.262 -8.143 -2.852
C: -2.711 -7.541 -1.551
O: -2.151 -8.569 -0.575
C: -1.606 -9.616 -1.196
O: -1.188 -10.529 -0.591
O: -1.670 -9.373 -2.498
H: -3.589 -7.461 -4.358
H: -4.276 -8.898 -3.445
H: -2.919 -8.999 -4.636
H: -1.398 -7.611 -3.250
H: -3.799 -7.544 -1.494
H: -2.226 -6.569 -1.459
C: 2.259 0.726 10.254
C: 0.784 0.513 9.860
C: -0.175 0.544 11.081
O: -1.140 1.506 10.780
C: -0.772 2.191 9.731
O: -1.408 3.052 9.113
O: 0.323 1.733 9.274
H: 2.742 0.905 9.293
H: 2.672 -0.088 10.849
H: 2.254 1.636 10.855
H: 0.624 -0.379 9.254
H: 0.287 0.795 12.036
H: -0.651 -0.414 11.289
C: -0.258 -2.677 1.894
C: 0.264 -2.093 3.200
C: -0.740 -2.402 4.302
O: 0.159 -2.868 5.369
C: 1.412 -3.166 4.809
O: 2.303 -3.699 5.357
O: 1.431 -2.777 3.494
H: 0.446 -2.848 1.080
H: -1.149 -2.203 1.483
H: -0.472 -3.736 2.037
H: 0.461 -1.034 3.033
H: -1.421 -3.247 4.199
H: -1.219 -1.433 4.445
C: 3.776 0.955 -2.565
C: 4.604 2.164 -2.301
C: 5.610 2.517 -3.454
O: 5.401 3.927 -3.532
C: 4.202 4.268 -3.179
O: 3.655 5.262 -3.599
O: 3.662 3.310 -2.480
H: 3.092 1.089 -3.403
H: 3.297 0.501 -1.698
H: 4.271 0.026 -2.847
H: 5.091 2.123 -1.326
H: 5.448 1.774 -4.235
H: 6.647 2.339 -3.166
C: -2.271 6.733 3.982
C: -1.513 5.846 2.853
C: -0.923 6.861 1.823
C: 0.375 7.513 2.283
C: 1.508 6.504 2.694
C: 0.944 5.042 3.030
N: -0.466 5.012 3.408
O: -0.827 4.131 4.359
C: 1.011 4.182 1.730
C: 1.953 4.463 4.058
C: -2.671 4.974 2.243
H: -1.628 7.488 4.433
H: -2.454 6.001 4.769
H: -3.174 7.340 3.909
H: -0.944 6.441 0.817
H: -1.703 7.613 1.702
H: 0.103 8.048 3.193
H: 0.718 8.367 1.700
H: 2.216 6.842 3.451
H: 2.166 6.323 1.844
H: 0.551 4.694 0.885
H: 2.023 3.791 1.622
H: 0.309 3.349 1.682
H: 1.814 4.643 5.124
H: 1.818 3.409 3.815
H: 2.982 4.711 3.795
H: -3.007 4.435 3.129
H: -2.471 4.152 1.557
H: -3.524 5.512 1.829
H: -0.762 4.644 5.167
C: -1.954 -0.925 -4.448
C: -1.874 -1.929 -5.723
C: -2.168 -1.102 -7.015
C: -1.621 -1.620 -8.333
C: -0.189 -1.918 -8.209
C: 0.281 -2.883 -7.045
N: -0.474 -2.524 -5.812
O: 0.009 -3.174 -4.644
C: 0.126 -4.380 -7.495
C: 1.728 -2.442 -6.688
C: -3.110 -2.878 -5.502
H: -2.139 -1.330 -3.453
H: -2.892 -0.384 -4.574
H: -1.079 -0.279 -4.383
H: -3.220 -0.953 -7.259
H: -1.730 -0.119 -6.839
H: -1.744 -0.845 -9.089
H: -2.134 -2.532 -8.637
H: 0.369 -0.982 -8.242
H: 0.169 -2.360 -9.139
H: 0.755 -4.596 -8.358
H: 0.295 -4.991 -6.609
H: -0.843 -4.684 -7.892
H: 1.819 -1.391 -6.412
H: 2.185 -3.003 -5.873
H: 2.471 -2.498 -7.484
H: -3.136 -3.496 -4.605
H: -3.263 -3.563 -6.335
H: -3.999 -2.260 -5.379
H: 0.628 -2.560 -4.242

Entry from the OMol25 dataset: F4KN2NaO8S4 as an isolated structure at a distorted geometry (ωB97M-V/def2-TZVPD).

LUMO energy, hartree: -0.0421
Relative energy (zero: lowest compared OMol25 entry of this formula, charge and spin), kJ/mol: 0.0
Kohn-Sham gap, eV: 10.32
E_HOMO, eV: -11.46

Geometry (Å):
Na: -1.261 -0.267 -0.162
K: 1.116 1.410 0.606
N: 0.242 0.244 -1.858
S: 1.310 1.346 -2.670
O: 2.199 0.898 -3.665
O: 1.786 2.349 -1.763
F: 0.249 2.197 -3.444
S: 0.096 -0.736 -3.149
O: 1.099 -1.717 -3.251
O: -0.455 -0.173 -4.326
F: -1.159 -1.539 -2.517
N: -0.475 -0.116 2.007
S: -1.593 0.278 3.147
O: -1.093 0.791 4.364
O: -2.714 -0.556 3.101
F: -2.097 1.582 2.341
S: 0.359 -1.249 2.843
O: -0.201 -2.535 2.925
O: 1.200 -0.746 3.860
F: 1.393 -1.459 1.612

Entry from the OMol25 dataset: an isolated ion of composition C17H29BrCl2FN2O3 and charge +1 at a distorted geometry (ωB97M-V/def2-TZVPD).

LUMO energy, hartree: -0.1157
Net charge: +1
SMILES string: CCCCO[C@H]1[C@H]([C@@H](Cl)[C@H](C)Cl)[C@](C)([C@@H](Br)CC)[NH2+][C@@H]1C(=O)NC(=O)F
Kohn-Sham gap, eV: 10.23
E_HOMO, eV: -13.38

Geometry (Å):
C: 3.041 -3.738 1.876
C: 2.065 -2.943 2.739
C: 1.655 -1.637 2.047
C: 0.257 -1.215 2.488
O: -0.028 0.169 2.361
C: 0.042 0.773 1.082
C: -0.968 1.948 1.177
C: -0.460 3.303 1.649
O: -0.636 3.620 2.785
N: 0.175 4.166 0.678
C: 1.534 4.468 0.862
O: 2.153 5.192 0.171
F: 2.061 3.771 1.850
N: -1.690 1.970 -0.130
C: -1.732 0.537 -0.571
C: -2.782 -0.099 0.423
C: -2.413 0.391 -1.952
Br: -2.069 1.926 -3.136
C: -2.157 -0.883 -2.742
C: -2.516 -2.185 -2.047
C: -0.367 -0.085 -0.152
C: 0.876 -0.260 -1.103
Cl: 0.917 -1.930 -1.730
C: 1.158 0.669 -2.273
C: 2.523 0.370 -2.918
Cl: 1.147 2.340 -1.701
H: 3.594 -4.475 2.449
H: 2.504 -4.267 1.091
H: 3.767 -3.091 1.389
H: 1.160 -3.541 2.843
H: 2.487 -2.739 3.717
H: 1.634 -1.861 0.981
H: 2.365 -0.839 2.249
H: -0.481 -1.838 1.973
H: 0.130 -1.435 3.545
H: 1.044 1.185 0.989
H: -1.634 1.669 1.986
H: -0.329 5.048 0.621
H: -1.156 2.583 -0.770
H: -2.619 2.385 -0.075
H: -2.310 -0.662 1.221
H: -3.463 -0.763 -0.091
H: -3.391 0.662 0.906
H: -3.481 0.479 -1.788
H: -2.785 -0.805 -3.628
H: -1.140 -0.891 -3.117
H: -3.589 -2.264 -1.883
H: -2.220 -3.016 -2.680
H: -2.026 -2.332 -1.088
H: -0.591 -1.108 0.112
H: 1.745 -0.212 -0.453
H: 0.412 0.532 -3.045
H: 3.233 0.049 -2.159
H: 2.432 -0.379 -3.693
H: 2.922 1.289 -3.333

Entry from the OMol25 dataset: one molecule with the formula C7H11N at a distorted geometry (ωB97M-V/def2-TZVPD).

LUMO energy, hartree: 0.0385
Relative energy (zero: lowest compared OMol25 entry of this formula, charge and spin), kJ/mol: 865.6
SMILES string: C[C@@]12C[C@@H]3CN3[C@H]1C2
Kohn-Sham gap, eV: 9.41
E_HOMO, eV: -8.36

Geometry (Å):
C: -1.640 -1.010 -0.620
C: -0.927 0.160 0.309
C: 0.019 -0.767 1.035
C: 1.244 -0.699 0.040
C: 2.456 0.201 -0.202
C: 0.180 1.222 -0.024
C: -1.198 1.665 0.039
H: -0.772 -1.576 -1.248
H: -2.404 -0.579 -1.628
H: -2.374 -1.708 -0.175
H: 0.179 -0.241 2.036
H: -0.177 -1.994 1.091
H: 1.287 -1.635 -0.371
H: 2.740 0.900 0.698
H: 3.346 0.182 -0.927
H: 0.514 1.405 1.131
H: -1.886 1.614 -0.943
H: -1.742 2.443 0.612
N: 1.155 0.418 -0.852

Entry from the OMol25 dataset: a 2-piece molecular cluster, C4H11NO2 overall at a distorted geometry (ωB97M-V/def2-TZVPD).

Multiplicity: 2
LUMO energy (spin up / spin down), hartree: -0.1387 / -0.3260
Net charge: +1
Relative energy (zero: lowest compared OMol25 entry of this formula, charge and spin), kJ/mol: 225.7
Kohn-Sham gap (spin up / spin down), eV: 11.13 / 6.01
E_HOMO (spin up / spin down), eV: -14.91 / -14.88

Geometry (Å):
C: 1.405 0.275 0.343
N: 0.106 0.955 0.414
C: -0.202 1.414 1.766
C: -0.964 0.160 -0.113
C: -0.835 -0.116 -1.616
O: -1.645 -0.752 -2.193
H: 1.436 -0.744 0.724
H: 1.717 0.135 -0.646
H: 2.146 0.846 0.909
H: 0.716 2.045 1.996
H: -0.269 0.642 2.552
H: -1.072 2.125 1.971
H: -1.937 0.775 -0.226
H: -1.278 -0.716 0.418
H: 0.008 0.484 -2.170
H: -0.484 -2.886 -1.386
H: 0.664 -1.827 -1.425
O: 0.487 -2.814 -1.318

Entry from the OMol25 dataset: C3H8N3O as an isolated structure at a distorted geometry (ωB97M-V/def2-TZVPD).

LUMO energy, hartree: -0.1360
Net charge: +1
Relative energy (zero: lowest compared OMol25 entry of this formula, charge and spin), kJ/mol: 474.4
Kohn-Sham gap, eV: 10.36
E_HOMO, eV: -14.06

Geometry (Å):
C: 0.165 1.943 0.011
C: 0.418 -0.369 -0.592
C: 0.155 -0.821 1.743
N: 0.835 1.488 -0.953
N: -0.338 -0.155 0.580
N: -0.490 -0.562 -1.694
O: -0.592 1.205 0.752
H: 0.118 3.094 0.165
H: 1.333 -1.040 -0.462
H: 1.220 -0.900 1.771
H: -0.196 -0.262 2.550
H: -0.168 -1.867 1.888
H: -1.431 -0.317 -1.294
H: -0.758 -1.514 -1.957
H: -0.270 0.076 -2.507